# 1
# C12H11IO8PS

A cluster of 3 separate species, C12H11IO8PS in total (ωB97M-V/def2-TZVPD, OMol25).

The geometry in ORCA input format:
```
! RIJCOSX wB97M-V def2-TZVPD def2/J DEFGRID3
* xyz 1 1
I -4.476 -0.290 -1.959
S -0.977 -0.407 -1.539
P -2.480 0.946 -1.819
O 2.802 -4.710 -1.374
O -0.339 5.286 -2.188
O -1.340 -4.946 2.161
O 1.145 -2.715 -1.138
O 0.011 6.209 2.407
O 0.335 -6.909 1.965
O 0.272 2.812 -1.630
O 0.726 3.771 2.936
C -0.206 -3.706 0.523
C 0.476 4.046 1.682
C 0.071 5.491 1.432
C -0.208 5.907 0.072
C 0.257 3.561 -0.652
C -0.113 5.004 -0.913
C 0.557 3.142 0.685
C 0.577 -5.986 1.215
C -0.368 -4.799 1.289
C 1.832 -4.848 -0.487
C 1.675 -5.939 0.276
C 0.898 -3.660 -0.400
H 2.691 -3.834 -1.781
H 0.593 4.598 3.440
H -2.365 1.729 -2.967
H -1.206 -5.823 2.573
H 0.847 2.114 0.856
H 2.339 -6.790 0.221
H -0.872 -2.857 0.579
H 0.058 0.361 -1.928
H -0.476 6.939 -0.104
H -0.161 4.475 -2.692
H -2.577 1.828 -0.744
*
```

The LUMO energy comes out at -4.76 eV. As for the orbital gap: 7.086 eV.

***

# 2
# C5H8O

A structure of composition C5H8O (ωB97M-V/def2-TZVPD, OMol25).

The geometry in ORCA input format:
```
! RIJCOSX wB97M-V def2-TZVPD def2/J DEFGRID3
* xyz 0 1
O -0.912 -0.404 0.794
C 0.470 0.216 1.763
C 0.424 -0.975 0.915
C -0.089 0.581 -0.301
C -1.029 0.873 -1.422
C 0.861 -0.597 -0.475
H 0.471 -1.981 1.332
H -1.532 -0.049 -1.771
H -0.021 0.103 2.731
H -1.798 1.600 -1.140
H 1.140 1.058 1.662
H -0.464 1.293 -2.267
H 0.552 -1.353 -1.219
H 1.925 -0.364 -0.600
*
```

The LUMO energy (alpha / beta) comes out at 0.48 / 0.48 eV. As for the orbital gap (alpha / beta): 7.512 / 7.511 eV. The value obtained for the energy above the lowest of the compared OMol25 structures with the same formula, charge and spin is 152.3 kcal/mol.

***

# 3
# C16H40BO3

A cluster of 3 separate species, C16H40BO3 in total at a distorted geometry (ωB97M-V/def2-TZVPD, OMol25).

The geometry in ORCA input format:
```
! RIJCOSX wB97M-V def2-TZVPD def2/J DEFGRID3
* xyz -1 1
O 2.005 1.883 -2.263
O 0.055 3.098 -2.554
O -1.889 1.117 -1.267
C 2.731 1.413 -1.097
C 2.355 -0.656 2.442
C 4.434 -2.116 2.200
C -5.300 -1.500 -2.792
C -0.919 3.328 -1.570
C -6.703 -3.422 -1.866
C 7.005 -0.884 3.461
C 5.652 -0.977 4.160
C -4.582 -1.156 -1.486
C 3.701 -0.852 1.751
C 4.802 -2.153 3.684
C -5.561 1.182 -1.204
C -5.331 -0.188 -0.574
C -6.696 -2.099 -2.625
C 1.422 3.114 -2.078
C -1.148 2.163 -0.640
B 4.002 2.354 -0.632
H 6.893 -0.720 2.390
H 1.937 3.861 -2.678
H 3.550 3.331 -0.024
H -4.375 -2.076 -0.931
H 5.340 -2.229 1.597
H -6.063 1.850 -0.501
H -3.608 -0.726 -1.725
H 2.467 -0.532 3.523
H 4.687 1.729 0.176
H -1.857 3.492 -2.096
H -4.747 -0.060 0.340
H 1.696 -1.510 2.266
H -6.290 -0.618 -0.268
H 4.645 2.702 -1.610
H 3.119 0.440 -1.387
H -1.660 1.148 -2.210
H -6.333 -3.303 -0.847
H 1.860 0.236 2.058
H 3.536 -0.908 0.674
H -5.373 -0.604 -3.415
H 3.813 -2.991 1.976
H -1.733 2.509 0.209
H 2.051 1.225 -0.258
H -7.714 -3.829 -1.804
H 7.583 -1.800 3.606
H -4.677 -2.205 -3.353
H 4.325 0.028 1.906
H -0.720 4.231 -0.988
H -7.352 -1.384 -2.120
H 5.340 -3.087 3.888
H 3.889 -2.196 4.286
H 1.438 3.416 -1.035
H -0.219 1.767 -0.247
H -6.074 -4.160 -2.369
H -6.185 1.118 -2.097
H 7.590 -0.052 3.858
H -4.610 1.638 -1.483
H 5.815 -1.079 5.238
H -7.127 -2.258 -3.618
H 5.108 -0.041 4.020
*
```

The LUMO energy comes out at 2.67 eV. As for the orbital gap: 7.346 eV. The value obtained for the energy above the lowest of the compared OMol25 structures with the same formula, charge and spin is 0.0 kcal/mol.